1.
C26H45MnN3P2 as an isolated structure. Source: OMol25; level of theory: ωB97M-V/def2-TZVPD.

Properties
⟨S²⟩   6.236
Spin multiplicity   5
Total charge   +1
Frontier orbital gap (alpha / beta)   6.59 / 2.62 eV
Highest occupied orbital energy (alpha / beta)   -9.63 / -9.54 eV

XYZ file:
```
77
C26H45MnN3P2 | OMol25 | ωB97M-V/def2-TZVPD
Mn 0.052 -0.726 -1.914
C -2.427 1.721 0.114
C -2.901 0.842 -0.881
C -2.591 -0.377 1.034
C -2.294 0.987 1.320
C -2.970 -0.460 -0.328
C -2.125 3.162 -0.063
H -1.788 3.381 -1.086
H -1.336 3.483 0.627
H -3.008 3.789 0.125
C -2.029 1.562 2.650
H -1.327 2.406 2.577
H -1.607 0.810 3.326
H -2.957 1.945 3.106
C -2.547 -1.513 1.979
H -3.556 -1.883 2.218
H -2.059 -1.228 2.915
H -1.984 -2.359 1.552
C -3.413 -1.680 -1.046
H -4.421 -1.524 -1.465
H -3.423 -2.541 -0.370
H -2.748 -1.934 -1.890
C -3.416 1.259 -2.207
H -4.409 1.728 -2.089
H -3.527 0.397 -2.876
H -2.759 1.998 -2.680
C 1.602 0.382 -2.293
C 0.366 1.154 -2.433
C -0.208 1.458 -3.800
C -0.976 0.263 -4.444
C -0.925 -1.000 -3.597
C 0.325 -1.800 -3.526
C 1.590 -1.337 -4.226
C 2.346 -0.188 -3.479
H 0.580 1.788 -4.496
H -0.591 0.094 -5.467
H -0.880 2.328 -3.710
H 2.621 0.622 -4.171
H 2.184 0.640 -1.393
H 0.180 1.924 -1.662
H 3.307 -0.586 -3.118
H 2.286 -2.183 -4.330
H 0.225 -2.890 -3.426
H 1.381 -1.034 -5.262
H -2.023 0.578 -4.584
H -1.874 -1.549 -3.545
P 2.177 2.610 0.349
C 1.728 3.160 2.031
H 2.481 3.867 2.403
H 1.660 2.279 2.687
H 0.738 3.641 1.987
C 3.710 1.664 0.683
H 4.490 2.361 1.011
H 4.037 1.156 -0.232
H 3.496 0.907 1.451
C 2.832 4.080 -0.504
H 2.962 3.817 -1.564
H 3.793 4.373 -0.067
H 2.092 4.888 -0.432
P 0.962 -3.189 -0.571
C 0.078 -4.705 -1.050
H 0.774 -5.473 -1.399
H -0.625 -4.451 -1.850
H -0.492 -5.065 -0.188
C 2.658 -3.378 -1.240
H 2.677 -3.155 -2.312
H 3.023 -4.395 -1.065
H 3.305 -2.651 -0.733
C 1.306 -3.496 1.197
H 1.867 -4.433 1.306
H 0.365 -3.576 1.753
H 1.882 -2.676 1.639
N 0.361 -0.386 0.030
C 0.894 -0.258 1.085
N 1.589 -0.156 2.147
C 1.057 -0.344 3.358
N 0.669 -0.474 4.458
```

=====

2.
C26H45MnN5OS2Si4Te as an isolated structure. Source: OMol25; level of theory: ωB97M-V/def2-TZVPD.

Properties
⟨S²⟩   3.828
Spin multiplicity   4
Total charge   +2
Frontier orbital gap (alpha / beta)   6.57 / 5.65 eV
Highest occupied orbital energy (alpha / beta)   -12.36 / -12.63 eV

XYZ file:
```
85
C26H45MnN5OS2Si4Te | OMol25 | ωB97M-V/def2-TZVPD
Mn 0.973 2.021 -0.327
N -2.311 4.406 -0.609
C -3.128 4.438 0.548
C -4.167 5.349 0.624
C -4.974 5.389 1.753
C -4.734 4.529 2.810
C -3.688 3.617 2.738
C -2.897 3.571 1.605
S -1.617 2.344 1.509
N -0.728 2.847 0.129
C -1.169 3.723 -0.728
C -0.335 3.882 -1.939
C -0.501 4.871 -2.890
C 0.349 4.902 -3.985
C 1.344 3.945 -4.084
C 1.446 2.985 -3.092
N 0.625 2.941 -2.042
H -2.565 5.043 -1.347
H -4.350 6.027 -0.202
H -5.789 6.097 1.799
H -5.357 4.561 3.692
H -3.495 2.933 3.555
H -1.261 5.632 -2.774
H 0.236 5.656 -4.751
H 2.039 3.934 -4.912
H 2.201 2.210 -3.136
C -2.451 -2.289 -2.573
Si -2.787 -2.680 -0.768
C -3.261 -4.477 -0.503
C -4.066 -1.509 -0.035
Si -0.802 -2.330 0.564
Te -0.042 -0.118 -0.282
Si 0.993 -3.907 -0.190
C 2.589 -3.355 0.625
C 0.398 -5.586 0.378
C 1.053 -3.722 -2.056
Si -0.991 -2.479 2.963
C -1.826 -4.138 3.243
C 0.691 -2.395 3.796
C -2.113 -1.064 3.492
H -3.385 -2.216 -3.134
H -1.841 -3.060 -3.045
H -1.923 -1.338 -2.672
H -4.242 -4.687 -0.934
H -3.308 -4.723 0.559
H -2.546 -5.154 -0.974
H -4.959 -1.443 -0.662
H -3.656 -0.502 0.071
H -4.386 -1.848 0.953
H 2.575 -3.549 1.698
H 2.748 -2.284 0.476
H 3.445 -3.891 0.206
H 0.394 -5.663 1.466
H 1.059 -6.368 -0.005
H -0.610 -5.798 0.021
H 1.077 -2.667 -2.339
H 0.179 -4.177 -2.525
H 1.939 -4.211 -2.470
H -1.240 -4.963 2.837
H -2.811 -4.165 2.775
H -1.963 -4.324 4.311
H 1.242 -3.327 3.666
H 0.576 -2.229 4.870
H 1.300 -1.582 3.395
H -3.122 -1.215 3.105
H -1.746 -0.109 3.111
H -2.182 -0.991 4.580
C 2.380 2.279 2.608
C 1.910 2.385 1.214
O 2.189 3.283 0.418
H 2.891 3.192 2.909
H 3.064 1.430 2.684
H 1.531 2.077 3.260
S 2.995 0.343 -1.053
C 4.591 0.385 -1.628
N 5.443 1.408 -1.632
C 6.752 1.055 -2.193
C 6.552 -0.420 -2.602
N 5.183 -0.685 -2.154
H 5.259 2.289 -1.186
H 7.538 1.174 -1.450
H 6.983 1.689 -3.047
H 7.254 -1.088 -2.106
H 6.636 -0.564 -3.678
H 4.698 -1.552 -2.303
```